(1)
{
  "formula": "C3H5NO2",
  "method": "wB97M-V/def2-TZVPD",
  "species": ["C", "C", "O", "C", "N", "O", "H", "H", "H", "H", "H"],
  "positions_angstrom": [[-1.74128, 0.23884, -0.10752], [-0.29986, -0.76049, -0.20694], [0.00218, -1.91429, -0.45168], [0.77628, 0.24493, 0.13166], [2.06798, -0.11452, 0.16636], [0.38498, 1.37055, 0.36191], [-2.37381, -0.19096, 0.66663], [-1.70309, 1.32969, 0.15503], [-2.20748, 0.22304, -1.09066], [2.37982, -1.05046, -0.02602], [2.71428, 0.62367, 0.40124]],
  "atomic_forces_ev_per_a": [[0.312, -1.342, -0.277], [-0.651, 1.050, 0.179], [-1.739, 1.732, 0.248], [0.274, 0.799, 0.216], [0.101, -0.034, 0.002], [1.215, 0.599, 0.257], [-0.205, -0.497, -0.329], [0.940, -1.463, -0.266], [-0.237, -0.573, 0.035], [-0.093, 0.013, -0.006], [0.085, -0.283, -0.059]],
  "total_energy_ev": -8776.09454,
  "e_lumo_ev": 0.095,
  "e_above_lowest_kcal_mol": 36.90,
  "homo_energy_ha": -0.3580,
  "gap_ev": 9.835,
  "smiles": "CC(=O)C(N)=O",
  "fmax_ha_per_bohr": 0.048
}

***

(2)
{
  "formula": "C5H11NO",
  "method": "wB97M-V/def2-TZVPD",
  "species": ["C", "C", "C", "C", "N", "C", "O", "H", "H", "H", "H", "H", "H", "H", "H", "H", "H", "H"],
  "positions_angstrom": [[-1.74474, -0.54872, -0.04526], [-0.69927, 0.31802, -0.72800], [0.47247, 0.71456, 0.19075], [0.21476, 0.95766, 1.68076], [1.35245, -0.44111, 0.00561], [1.21094, -1.05599, -1.17416], [1.29320, -0.53883, -2.40173], [-1.30455, -1.45443, 0.40004], [-2.30354, -0.04510, 0.76492], [-2.48691, -0.89196, -0.77626], [0.60369, 0.16052, -2.36148], [-1.19043, 1.21687, -1.13969], [0.96476, 1.61045, -0.21365], [-0.51052, 1.77035, 1.79175], [-0.20994, 0.06961, 2.16338], [1.12448, 1.24689, 2.22137], [1.66368, -0.99251, 0.79390], [1.54950, -2.09625, -1.17223]],
  "atomic_forces_ev_per_a": [[-0.047, -0.107, 0.062], [-0.164, 0.158, 0.131], [0.048, 0.127, -0.015], [-0.042, -0.015, 0.062], [-0.101, -0.149, -0.182], [0.277, -0.048, 0.285], [-0.145, 0.136, 0.102], [-0.046, 0.122, -0.064], [0.086, -0.050, -0.136], [0.115, 0.068, 0.125], [0.091, -0.035, -0.082], [0.100, -0.163, -0.014], [-0.077, -0.132, 0.026], [0.106, -0.121, -0.039], [0.050, 0.106, -0.086], [-0.106, -0.046, -0.100], [-0.025, 0.016, -0.089], [-0.119, 0.135, 0.014]],
  "total_energy_ev": -8897.30435,
  "e_lumo_ev": [0.484, 0.484],
  "e_above_lowest_kcal_mol": 101.30,
  "homo_energy_ha": [-0.2431, -0.2431],
  "gap_ev": [7.097, 7.099],
  "fmax_ha_per_bohr": 0.008
}

***

(3)
{
  "formula": "C39H59N8OSSi4Sn",
  "method": "wB97M-V/def2-TZVPD",
  "species": ["Sn", "C", "N", "C", "C", "C", "C", "C", "C", "N", "C", "C", "C", "C", "C", "C", "N", "C", "C", "C", "C", "C", "N", "H", "H", "H", "H", "H", "H", "H", "H", "H", "H", "H", "H", "H", "H", "H", "H", "H", "H", "N", "C", "O", "C", "C", "C", "C", "N", "C", "H", "H", "H", "H", "H", "H", "C", "C", "C", "C", "N", "C", "S", "N", "C", "H", "H", "H", "H", "H", "H", "H", "H", "C", "Si", "C", "C", "Si", "Si", "C", "C", "C", "Si", "C", "C", "C", "H", "H", "H", "H", "H", "H", "H", "H", "H", "H", "H", "H", "H", "H", "H", "H", "H", "H", "H", "H", "H", "H", "H", "H", "H", "H", "H"],
  "positions_angstrom": [[0.38483, 0.91682, 0.78919], [2.41701, 3.42257, 2.04026], [1.85692, 2.28718, 2.75823], [2.90532, 1.40559, 3.24434], [3.51934, 0.58252, 2.14146], [4.69958, -0.11010, 2.37259], [5.22130, -0.91199, 1.37337], [4.55281, -0.99294, 0.16125], [3.39100, -0.26526, 0.01017], [2.88038, 0.50650, 0.97263], [0.93035, 2.70368, 3.80563], [-0.07673, 1.63845, 4.20198], [-1.20658, 2.00467, 4.92642], [-2.14150, 1.03312, 5.23607], [-1.91997, -0.27059, 4.81510], [-0.75998, -0.54411, 4.11108], [0.14514, 0.38864, 3.81207], [1.35528, 4.10940, 1.22396], [1.29032, 5.49002, 1.12293], [0.27572, 6.07097, 0.37871], [-0.65888, 5.25237, -0.23433], [-0.52119, 3.88557, -0.09448], [0.46390, 3.32458, 0.60810], [2.89749, 4.15094, 2.70911], [3.18632, 3.04529, 1.36148], [3.69775, 1.96623, 3.76435], [2.46356, 0.71228, 3.95779], [5.19539, -0.01820, 3.33007], [6.13925, -1.46103, 1.53626], [4.92314, -1.59755, -0.65455], [2.83577, -0.27549, -0.91682], [1.46752, 3.05949, 4.69955], [0.36548, 3.55916, 3.42922], [-1.35400, 3.03442, 5.22813], [-3.03360, 1.28937, 5.79256], [-2.62652, -1.05913, 5.03431], [-0.53528, -1.54424, 3.75538], [2.02558, 6.09742, 1.63316], [0.21168, 7.14679, 0.28595], [-1.47241, 5.65595, -0.82007], [-1.20729, 3.19656, -0.56813], [-3.27522, -3.00870, 1.83052], [-4.29751, -2.17472, 1.51464], [-5.43054, -2.56238, 1.31405], [-3.95640, -0.71594, 1.40295], [-4.97202, 0.22615, 1.50561], [-4.65543, 1.56953, 1.39297], [-3.33436, 1.92246, 1.15873], [-2.36328, 1.02156, 1.02665], [-2.67254, -0.26529, 1.15557], [-3.49033, -3.98857, 1.89184], [-2.35686, -2.70286, 2.10700], [-5.98656, -0.11318, 1.66793], [-5.41448, 2.33379, 1.48367], [-3.04337, 2.96397, 1.07236], [-1.83914, -0.95752, 1.04978], [0.80527, -6.61560, -1.21141], [0.23294, -5.97312, 0.00657], [-0.61350, -6.57484, 0.89062], [-1.10779, -5.79974, 1.96065], [-0.76764, -4.53858, 2.15246], [0.12002, -3.95389, 1.32029], [0.67470, -2.38443, 1.49467], [0.57166, -4.68888, 0.24584], [-2.07116, -6.38862, 2.94238], [0.52367, -7.66354, -1.26050], [1.89371, -6.54212, -1.20795], [0.43696, -6.11268, -2.10769], [-0.90800, -7.60434, 0.75912], [1.18695, -4.19748, -0.39104], [-2.24944, -7.44462, 2.75557], [-3.02148, -5.85544, 2.89582], [-1.68328, -6.25670, 3.95195], [1.92835, -2.41783, -2.39606], [0.33791, -1.45529, -2.76442], [0.05429, -1.68899, -4.61108], [-1.04110, -2.41323, -1.90007], [0.33278, 0.81058, -2.03506], [2.11596, 1.95600, -3.08521], [1.94180, 3.80723, -2.77068], [3.81966, 1.47166, -2.43777], [2.19165, 1.68741, -4.94441], [-1.66701, 1.58245, -3.10307], [-3.11786, 0.51166, -2.55692], [-1.59524, 1.54027, -4.98231], [-2.16719, 3.37579, -2.74373], [1.84462, -3.41733, -2.83459], [2.10334, -2.52436, -1.32379], [2.80901, -1.94641, -2.84131], [0.27803, -2.72357, -4.88416], [0.67926, -1.03716, -5.22315], [-0.98710, -1.50013, -4.87512], [-1.01982, -3.47061, -2.18388], [-2.02206, -2.02611, -2.17572], [-0.94839, -2.34258, -0.81384], [2.03627, 4.04207, -1.70782], [0.97667, 4.18557, -3.11303], [2.72114, 4.35790, -3.30362], [3.94908, 1.72635, -1.38292], [4.58532, 2.00674, -3.00529], [4.01372, 0.40291, -2.55373], [1.27831, 2.00118, -5.44777], [2.35929, 0.63573, -5.18598], [3.02056, 2.26074, -5.36785], [-3.10933, -0.45195, -3.06844], [-4.06864, 0.99603, -2.79373], [-3.09428, 0.32135, -1.48282], [-1.34705, 0.56278, -5.39111], [-0.86835, 2.25741, -5.36514], [-2.57470, 1.83176, -5.37141], [-2.72653, 3.48154, -1.81019], [-2.82677, 3.70590, -3.54952], [-1.31527, 4.05695, -2.71937]],
  "atomic_forces_ev_per_a": [[0.092, -0.228, -0.250], [-0.040, -0.044, -0.026], [0.058, 0.030, 0.027], [-0.027, 0.026, 0.013], [0.028, -0.053, 0.044], [0.022, 0.021, -0.012], [-0.017, 0.003, -0.026], [0.009, -0.022, 0.041], [-0.059, -0.144, 0.050], [-0.076, 0.021, -0.103], [0.002, 0.010, 0.049], [-0.035, 0.011, 0.008], [-0.012, 0.010, -0.036], [-0.033, -0.008, -0.001], [0.006, 0.052, 0.011], [-0.050, -0.022, 0.132], [0.061, -0.018, 0.131], [-0.020, 0.039, 0.021], [0.005, 0.009, -0.014], [0.008, -0.025, -0.001], [0.014, 0.027, 0.014], [0.008, -0.070, -0.003], [0.025, -0.007, 0.053], [-0.013, -0.010, 0.007], [0.021, 0.021, 0.006], [-0.017, -0.016, -0.002], [-0.027, 0.003, 0.030], [0.001, 0.004, 0.003], [0.000, -0.003, 0.001], [0.000, -0.006, -0.001], [-0.048, -0.132, 0.058], [0.011, -0.023, -0.023], [0.005, 0.019, 0.037], [0.008, 0.004, 0.004], [-0.002, 0.003, 0.004], [-0.009, -0.015, -0.007], [-0.002, 0.034, 0.052], [0.005, 0.001, 0.000], [0.001, 0.005, 0.006], [0.000, -0.007, 0.002], [0.077, 0.020, 0.058], [-0.158, 0.166, -0.066], [0.079, -0.042, -0.020], [-0.054, -0.010, 0.033], [-0.056, 0.004, -0.004], [0.002, -0.004, -0.027], [0.022, 0.002, 0.030], [-0.114, -0.119, 0.014], [-0.018, 0.343, -0.085], [0.180, -0.010, 0.056], [0.029, 0.055, 0.019], [0.009, -0.068, -0.003], [-0.003, -0.002, 0.005], [-0.006, 0.002, -0.007], [-0.021, 0.007, -0.022], [-0.019, -0.011, -0.028], [0.011, 0.009, 0.002], [-0.005, -0.005, -0.026], [-0.019, 0.002, 0.026], [0.039, -0.014, -0.034], [0.152, -0.064, 0.071], [-0.008, -0.028, -0.247], [0.018, -0.038, 0.126], [-0.017, -0.011, 0.050], [0.034, -0.006, 0.006], [-0.003, -0.001, 0.001], [0.001, -0.003, 0.000], [-0.003, 0.006, 0.002], [-0.010, 0.001, -0.004], [0.010, -0.011, -0.008], [-0.017, 0.006, -0.002], [-0.022, -0.042, 0.022], [-0.002, 0.001, 0.002], [0.046, 0.110, 0.015], [-0.092, -0.115, 0.105], [-0.005, 0.115, -0.006], [-0.005, 0.070, 0.026], [0.023, 0.070, -0.106], [-0.044, 0.029, -0.077], [-0.043, -0.016, 0.005], [0.041, 0.062, -0.006], [-0.023, -0.033, 0.013], [-0.030, -0.036, 0.023], [0.014, -0.015, -0.019], [0.089, -0.021, 0.013], [0.014, 0.009, 0.024], [-0.026, -0.007, -0.044], [0.052, 0.098, 0.085], [0.017, -0.029, 0.024], [0.006, -0.017, 0.018], [-0.006, -0.005, -0.015], [-0.009, 0.002, -0.008], [0.031, -0.007, -0.014], [-0.007, -0.024, 0.020], [0.003, -0.026, -0.002], [-0.005, 0.004, 0.041], [-0.013, 0.014, -0.010], [0.014, -0.012, -0.004], [0.027, 0.033, -0.100], [-0.025, 0.034, -0.038], [0.056, 0.057, -0.056], [-0.022, -0.010, -0.016], [0.008, -0.005, -0.003], [0.016, 0.006, 0.013], [-0.014, 0.000, -0.009], [0.015, 0.040, -0.026], [-0.031, -0.013, 0.003], [0.023, 0.003, -0.005], [0.000, 0.035, -0.014], [-0.024, -0.015, 0.015], [-0.023, 0.001, -0.043], [-0.027, -0.036, -0.017], [-0.026, 0.013, -0.043]],
  "total_energy_ev": -103546.08879,
  "e_lumo_ev": -2.233,
  "e_above_lowest_kcal_mol": 7.47,
  "homo_energy_ha": -0.3182,
  "gap_ev": 6.424,
  "fmax_ha_per_bohr": 0.007,
  "charge": 1
}

***

What is the formula in the second record? C5H11NO